Density functional theory data (ωB97M-V with the def2-TZVPD basis set) for a cluster of 2 separate species, C9H14 in total.

Structure (ORCA input):
```
! RIJCOSX wB97M-V def2-TZVPD def2/J DEFGRID3
* xyz 0 1
C 0.840 -2.377 -0.448
C 0.702 -0.876 -0.540
C 0.315 -0.259 -1.735
C 0.325 1.120 -1.812
C 0.917 1.861 -0.783
C 1.177 1.286 0.443
C 1.176 -0.122 0.512
H 1.206 -2.883 -1.344
H -0.114 -2.860 -0.217
H 1.534 -2.653 0.340
H -0.064 -0.846 -2.564
H -0.044 1.635 -2.689
H 1.166 2.895 -0.989
H 1.560 1.928 1.228
H 1.609 -0.544 1.411
C -2.372 -0.682 1.530
C -1.819 0.688 1.915
H -1.542 -1.245 1.100
H -2.709 -1.251 2.386
H -3.106 -0.614 0.726
H -2.601 1.422 2.137
H -1.242 0.650 2.832
H -1.257 1.124 1.098
*
```

## Properties
* SMILES: Cc1ccccc1.CC



Density functional theory data (ωB97M-V with the def2-TZVPD basis set) for a cluster of 2 separate species, C5H8O in total.

Structure (ORCA input):
```
! RIJCOSX wB97M-V def2-TZVPD def2/J DEFGRID3
* xyz 0 1
C -0.730 1.156 -1.511
C -0.649 0.387 -0.191
C 0.963 0.076 0.057
O 1.677 0.938 0.527
H -0.434 0.517 -2.350
H -1.758 1.486 -1.685
H -0.068 2.019 -1.493
H -1.037 0.990 0.630
H -1.217 -0.545 -0.283
H 1.247 -0.522 -0.827
C -0.094 -1.604 1.769
C 1.104 -1.555 1.550
H -1.123 -1.738 1.965
H 2.119 -1.606 1.842
*
```

## Properties
* SMILES: CCC=O.C#C



DFT total energy in eV, matching the order above: -9559.7275; -7358.1823
ΔE to the lowest compared entry with this formula, charge and spin in kcal per mole, matching the order above: 10.5; 93.9
Highest occupied orbital energy in eV, matching the order above: -9.01; -9.09